*a*
The following is a DFT calculation (the ωB97M-V functional and the def2-TZVPD basis) of a cluster of 10 separate species, C30H80O10 in total.

structure (SMILES)	CC(C)O.CC(C)O.CC(C)O.CC(C)O.CC(C)O.CC(C)O.CC(C)O.CC(C)O.CC(C)O.CC(C)O
molar mass	600.96	g mol⁻¹
lowest unoccupied orbital energy	0.31	eV

Structure (ORCA input):
```
! wB97M-V def2-TZVPD RIJCOSX def2/J DEFGRID3
* xyz 0 1
C -0.8982 -0.1854 -0.6546
C -0.5854 -0.0591 0.8120
C 0.6997 -0.7704 1.1748
O -0.4976 1.3250 1.1432
H -0.8992 -1.2408 -0.9343
H -0.1282 0.3162 -1.2483
H -1.8530 0.2822 -0.8904
H -1.4158 -0.4972 1.3882
H 1.0247 -0.6229 2.2043
H 1.4985 -0.4098 0.5205
H 0.5961 -1.8424 0.9858
H -0.4510 1.3987 2.1133
C -3.4738 1.8403 -4.1543
C -3.8594 1.6357 -5.6224
C -5.3599 1.5814 -5.8389
O -3.3738 2.7108 -6.4245
H -4.1438 1.3029 -3.4818
H -3.5044 2.9022 -3.9133
H -2.4600 1.4754 -3.9687
H -3.4308 0.6938 -5.9903
H -5.7981 0.7383 -5.3004
H -5.5851 1.4062 -6.8942
H -5.8530 2.5073 -5.5430
H -2.4652 2.9046 -6.1700
C 3.8693 -0.7272 3.3641
C 5.1231 -1.3458 3.9446
C 5.3064 -2.7863 3.4842
O 6.2682 -0.5469 3.6641
H 2.9784 -1.2809 3.6603
H 3.9398 -0.6813 2.2722
H 3.7736 0.3082 3.6973
H 5.0321 -1.3471 5.0341
H 4.4778 -3.3923 3.8622
H 6.2318 -3.1977 3.8870
H 5.3300 -2.8661 2.3941
H 6.3194 -0.4061 2.7125
C -2.8267 3.0199 4.8972
C -1.4808 2.9786 4.1783
C -0.3654 3.4442 5.1116
O -1.2128 1.6604 3.7184
H -2.9899 4.0197 5.3017
H -2.8310 2.3124 5.7307
H -3.6287 2.7606 4.2071
H -1.5243 3.6144 3.2945
H -0.0728 2.6075 5.7499
H -0.6955 4.2678 5.7474
H 0.5217 3.7811 4.5749
H -1.2049 1.0212 4.4446
C -3.2662 -0.9430 6.1698
C -1.8552 -1.3007 5.7553
C -1.7770 -1.7815 4.3266
O -1.0104 -0.1229 5.8986
H -3.6675 -0.1725 5.5106
H -3.2593 -0.5420 7.1863
H -3.9174 -1.8177 6.1916
H -1.4584 -2.0557 6.4407
H -2.4803 -1.2206 3.7051
H -2.1189 -2.8201 4.3035
H -0.7814 -1.7176 3.8960
H -0.5078 -0.1607 6.7157
C 0.5545 3.2012 -3.5159
C 0.0235 4.5888 -3.7707
C 0.9329 5.4228 -4.6453
O -1.2666 4.4315 -4.3854
H 1.4520 3.2097 -2.8985
H 0.7619 2.6772 -4.4539
H -0.2004 2.5997 -3.0014
H -0.1134 5.0896 -2.8026
H 1.9071 5.5954 -4.1855
H 0.4825 6.4001 -4.8398
H 1.0894 4.9280 -5.6060
H -1.6438 5.3098 -4.4954
C -3.0229 3.3762 -0.8477
C -1.8947 4.3263 -0.5034
C -2.3871 5.7484 -0.3247
O -1.2235 3.9574 0.6898
H -3.5716 3.7751 -1.7034
H -3.7241 3.2026 -0.0260
H -2.6713 2.3719 -1.1041
H -1.1850 4.3317 -1.3450
H -2.9891 6.0604 -1.1854
H -1.5737 6.4664 -0.2267
H -3.0556 5.8320 0.5368
H -1.0686 2.9986 0.6816
C 0.9105 -0.7382 -3.9751
C 1.8438 -1.9061 -3.7386
C 1.0944 -3.2221 -3.7672
O 2.9030 -1.9766 -4.6868
H 0.0212 -0.8094 -3.3508
H 0.5524 -0.7648 -5.0105
H 1.3917 0.2266 -3.8039
H 2.2764 -1.7771 -2.7350
H 1.7260 -4.0369 -3.4079
H 0.8391 -3.4542 -4.8044
H 0.1864 -3.1641 -3.1703
H 3.2462 -1.0872 -4.8141
C -1.2291 -4.5752 -0.5758
C -0.0256 -5.4552 -0.2622
C 0.6309 -5.0403 1.0397
O -0.4591 -6.8186 -0.0956
H -1.8696 -4.5132 0.3039
H -1.8254 -4.9928 -1.3879
H -0.9030 -3.5757 -0.8768
H 0.7289 -5.4085 -1.0537
H 0.9441 -3.9968 0.9380
H 1.5395 -5.6132 1.2329
H -0.0293 -5.1544 1.8981
H -0.4503 -7.2535 -0.9524
C 3.9744 -4.8181 -0.8021
C 4.2588 -3.3375 -0.9892
C 3.3175 -2.4328 -0.2283
O 5.5929 -3.0242 -0.5602
H 3.9057 -5.0728 0.2611
H 4.7869 -5.4204 -1.2189
H 3.0502 -5.1282 -1.2893
H 4.2116 -3.1118 -2.0613
H 3.5821 -1.3898 -0.4111
H 3.3251 -2.6398 0.8430
H 2.2852 -2.5369 -0.5768
H 6.0322 -3.8372 -0.2974
*
```

***

*b*
The following is a DFT calculation (the ωB97M-V functional and the def2-TZVPD basis) of a cluster of 10 separate species, C30H80O10 in total.

structure (SMILES)	CC(C)O.CC(C)O.CC(C)O.CC(C)O.CC(C)O.CC(C)O.CC(C)O.CC(C)O.CC(C)O.CC(C)O
molar mass	600.96	g mol⁻¹
lowest unoccupied orbital energy	0.22	eV

Structure (ORCA input):
```
! wB97M-V def2-TZVPD RIJCOSX def2/J DEFGRID3
* xyz 0 1
C -7.3152 -1.5267 -2.8090
C -8.3889 -2.1798 -3.6999
C -7.7713 -2.9711 -4.8860
O -9.1382 -3.1334 -2.9935
H -6.6481 -0.8327 -3.3203
H -6.5865 -2.2674 -2.4795
H -7.8419 -1.1156 -1.9479
H -8.9753 -1.3774 -4.1477
H -6.7656 -3.3070 -4.6332
H -7.4643 -2.3928 -5.7575
H -8.3995 -3.8003 -5.2117
H -9.7408 -3.5195 -3.6333
C 8.0540 -2.0420 -2.7130
C 7.6847 -3.4306 -2.0841
C 8.3475 -3.8073 -0.7389
O 6.3904 -3.5666 -1.9343
H 9.1338 -1.9621 -2.8381
H 7.7582 -1.2275 -2.0517
H 7.4921 -1.8110 -3.6180
H 7.9476 -4.2649 -2.7344
H 7.8557 -3.2436 0.0538
H 9.4000 -3.5306 -0.6769
H 8.3139 -4.8956 -0.6879
H 6.1115 -2.7801 -1.4597
C -2.2592 6.8018 -5.8324
C -2.9432 7.4552 -4.6173
C -3.2087 6.4702 -3.5124
O -2.0787 8.3653 -3.9772
H -2.9699 6.1277 -6.3105
H -1.3959 6.1826 -5.5887
H -1.8610 7.6052 -6.4520
H -3.8712 7.9506 -4.9029
H -2.3074 5.8641 -3.4204
H -3.9716 5.7859 -3.8837
H -3.5567 6.7530 -2.5189
H -1.2090 7.9606 -4.0160
C -4.6311 -7.3777 0.3680
C -5.8261 -7.2697 -0.5961
C -6.4534 -8.6245 -1.0324
O -6.8712 -6.6703 0.1392
H -4.8001 -8.0324 1.2229
H -4.5609 -6.3727 0.7841
H -3.6959 -7.6010 -0.1456
H -5.6368 -6.6404 -1.4657
H -6.5391 -9.2991 -0.1806
H -5.7317 -9.0919 -1.7022
H -7.4432 -8.5411 -1.4812
H -7.3806 -6.2139 -0.5344
C -0.0185 4.8404 7.7370
C 0.9229 4.5034 8.9501
C 1.2464 5.7356 9.9160
O 0.2840 3.5845 9.7955
H 0.3665 5.6728 7.1480
H -1.0252 5.1284 8.0398
H -0.0903 4.0256 7.0165
H 1.8618 4.0651 8.6117
H 1.9240 6.4504 9.4491
H 1.8859 5.4952 10.7654
H 0.4095 6.3517 10.2447
H 0.9088 3.0926 10.3333
C 3.4585 2.0150 -7.7018
C 4.7877 2.7969 -7.4692
C 5.7163 2.5804 -8.6812
O 4.5139 4.1526 -7.5943
H 2.7673 2.1622 -6.8720
H 3.7573 0.9668 -7.6928
H 2.7981 2.1265 -8.5618
H 5.1752 2.5844 -6.4728
H 6.5659 3.2628 -8.6556
H 5.1714 2.7749 -9.6050
H 6.2334 1.6212 -8.7055
H 4.0401 4.2920 -8.4175
C 1.0883 -1.1599 1.2729
C 1.0778 -0.6386 -0.1602
C -0.2397 0.1703 -0.4636
O 2.2146 0.0821 -0.3939
H 0.3258 -1.9088 1.4872
H 1.0830 -0.3555 2.0084
H 2.0582 -1.6445 1.3844
H 1.0829 -1.5837 -0.7031
H -0.2235 0.5888 -1.4699
H -0.3781 1.0519 0.1623
H -1.1252 -0.4526 -0.3373
H 1.9739 0.8285 -0.9475
C 3.6713 6.8093 -0.4105
C 4.1809 6.7177 -1.8149
C 5.4291 5.8534 -1.9128
O 3.2272 6.1470 -2.6697
H 4.4651 7.3196 0.1350
H 3.5922 5.7974 -0.0132
H 2.6545 7.1892 -0.3106
H 4.3469 7.7594 -2.0894
H 5.2880 4.7734 -1.8708
H 6.0873 6.0734 -1.0722
H 6.0384 6.0089 -2.8031
H 3.5098 6.0002 -3.5753
C -5.6386 0.9797 6.3962
C -5.5767 -0.4378 5.7060
C -4.2926 -0.7419 4.9912
O -5.6951 -1.3970 6.7386
H -6.5358 0.9184 7.0120
H -5.9537 1.7151 5.6560
H -4.8291 1.2908 7.0565
H -6.4305 -0.4958 5.0310
H -4.3135 -0.2892 3.9999
H -4.2831 -1.8212 4.8392
H -3.3522 -0.4719 5.4717
H -5.6880 -2.2633 6.3251
C 1.8794 -7.3826 4.7671
C 3.2622 -7.3396 5.4284
C 4.4304 -6.5510 4.8204
O 3.0827 -7.0619 6.7837
H 1.3417 -8.2289 5.1946
H 2.0581 -7.4965 3.6979
H 1.3103 -6.4827 5.0004
H 3.6173 -8.3678 5.4980
H 5.3698 -6.8624 5.2770
H 4.3715 -5.4897 5.0614
H 4.6249 -6.6226 3.7502
H 3.9004 -7.4096 7.1471
*
```

***

Most stable one: *a*, least stable one: *b*.